Record 1
Molecular formula: CH2N3O2
Method: DFT, ωB97M-V/def2-TZVPD

Geometry as XYZ:
```
8
Properties=species:S:1:pos:R:3:forces:R:3
C 1.866 -0.107 -0.183 -1.832 -3.419 0.082
N -1.455 -0.241 0.810 2.735 0.546 2.794
N -0.017 1.419 0.052 -4.245 4.252 0.125
N -2.375 -0.314 0.224 -1.187 -1.531 -1.372
O -3.246 -0.602 -0.468 -2.195 0.274 -1.116
O 0.889 0.704 -0.030 3.838 -2.454 -0.421
H 1.546 -1.220 -0.231 0.946 1.902 -0.066
H 2.792 0.361 -0.174 1.941 0.431 -0.026
```
Forces are in eV/Å.

Total charge   +1
Orbital gap (alpha / beta)   8.25 / 7.07 eV
Spin multiplicity   3
ΔE to the lowest compared entry with this formula, charge and spin   44.4 kcal per mole

=====

Record 2
Molecular formula: CH2N3O3
Method: DFT, ωB97M-V/def2-TZVPD

Geometry as XYZ:
```
9
Properties=species:S:1:pos:R:3:forces:R:3
N -0.439 0.214 -0.367 -0.452 0.599 2.231
N 0.649 0.187 -1.153 1.294 -4.052 0.835
N 1.229 -1.267 -0.891 -0.609 4.696 -2.030
O 0.645 -1.976 -0.090 -0.747 -0.793 1.053
C 2.227 -1.882 -2.072 -0.012 0.328 0.228
O 3.226 -2.330 -1.582 1.001 -0.561 0.929
O 1.761 -1.745 -3.166 -0.874 0.279 -1.041
H -0.399 -0.666 0.311 -0.193 1.779 -1.198
H -0.598 1.176 0.112 0.591 -2.276 -1.007
```
Forces are in eV/Å.

Total charge   -1
Orbital gap (alpha / beta)   7.93 / 8.17 eV
ΔE to the lowest compared entry with this formula, charge and spin   67.2 kcal per mole

=====

Record 3
Molecular formula: CH2N3O4
Method: DFT, ωB97M-V/def2-TZVPD

Geometry as XYZ:
```
10
Properties=species:S:1:pos:R:3:forces:R:3
C -0.402 -0.045 0.856 -0.423 -2.012 1.202
N 1.135 0.190 -1.420 -0.183 1.018 -0.775
N -0.398 1.243 0.939 -0.527 0.582 -0.717
N 1.857 -0.235 -0.692 -1.840 0.449 -2.162
O -1.225 -0.652 -0.316 1.496 -1.839 1.218
O 0.113 -0.868 1.660 -0.582 0.631 -1.573
O 2.564 -0.827 -0.017 2.702 -1.425 2.492
O -1.214 1.834 -0.138 0.646 -0.440 0.792
H -0.927 -1.632 -0.361 -0.671 2.627 0.488
H -1.502 0.993 -0.511 -0.618 0.409 -0.964
```
Forces are in eV/Å.

Total charge   -1
Orbital gap   7.21 eV
ΔE to the lowest compared entry with this formula, charge and spin   23.7 kcal per mole

=====

Record 4
Molecular formula: CH2N4
Method: DFT, ωB97M-V/def2-TZVPD

Geometry as XYZ:
```
7
Properties=species:S:1:pos:R:3:forces:R:3
C -1.029 -0.058 -0.036 -0.241 0.564 0.378
N -0.485 1.176 -0.009 -0.362 0.879 -0.424
N 0.794 1.029 -0.036 0.061 -0.301 0.270
N 0.997 -0.272 -0.057 0.679 -0.667 0.500
N -0.131 -0.993 -0.026 1.291 -0.624 -0.088
H -2.084 -0.223 0.011 -0.241 -0.139 -0.110
H 1.937 -0.659 0.153 -1.187 0.288 -0.525
```
Forces are in eV/Å.

Orbital gap   12.17 eV
ΔE to the lowest compared entry with this formula, charge and spin   36.4 kcal per mole

=====

Record 5
Molecular formula: CH2N4O
Method: DFT, ωB97M-V/def2-TZVPD

Geometry as XYZ:
```
8
Properties=species:S:1:pos:R:3:forces:R:3
H -2.590 0.457 -0.200 -0.669 1.350 -0.243
N -1.948 -0.284 -0.104 1.921 -0.661 -0.030
C -0.719 0.042 -0.037 -5.436 -6.450 0.862
N 0.198 -1.123 0.171 -0.576 -0.894 -0.639
N 1.330 -0.748 -0.014 -0.952 0.809 0.325
O 1.285 0.633 -0.210 1.529 2.232 -0.172
N -0.061 1.133 0.094 4.127 3.064 -0.521
H -0.009 1.380 1.072 0.057 0.550 0.417
```
Forces are in eV/Å.

Orbital gap   10.70 eV
ΔE to the lowest compared entry with this formula, charge and spin   82.5 kcal per mole

=====

Record 6
Molecular formula: CH2N4O
Method: DFT, ωB97M-V/def2-TZVPD

Geometry as XYZ:
```
8
Properties=species:S:1:pos:R:3:forces:R:3
C -1.515 1.334 -0.126 0.620 -0.801 0.244
N 0.544 0.017 -0.044 0.890 0.614 0.062
N -0.825 0.093 -0.133 1.372 -1.830 -0.011
N 0.400 -1.287 -0.191 -0.742 1.461 0.162
N -0.912 -1.312 -0.278 -1.754 0.447 -0.325
O -2.663 1.514 -0.350 -0.318 -0.088 -0.064
H -0.759 2.082 0.161 -0.093 0.101 -0.158
H 1.067 -2.039 -0.266 0.026 0.097 0.089
```
Forces are in eV/Å.

Orbital gap   10.05 eV
ΔE to the lowest compared entry with this formula, charge and spin   82.0 kcal per mole